(1)
15
Properties=species:S:1:pos:R:3 method="wB97M-V/def2-TZVPD" orbital_gap_ev=10.2 homo_energy_ev=-10.41 de_lowest_kj_mol=78.66 total_energy_ha=-382.1942 smiles=O.O.O.O.O
O -0.05946 -1.49987 -0.32510
H -0.36606 -0.62363 -0.06568
H 0.43933 -1.82336 0.43250
O 1.38820 -0.01759 1.97148
H 2.34152 0.02638 2.12201
H 0.99399 0.02921 2.85315
O 0.50330 2.01023 0.14540
H 1.12945 2.71776 0.33222
H 0.68663 1.31846 0.80896
O 0.00706 -2.96356 -2.78411
H -0.15664 -2.36906 -2.02689
H -0.57811 -2.64899 -3.48017
O -2.28624 1.83898 -0.32874
H -1.36098 2.12912 -0.20290
H -2.68198 1.87593 0.54787

=====

(2)
82
Properties=species:S:1:pos:R:3 method="wB97M-V/def2-TZVPD" orbital_gap_ev="6.1 / 6.8" spin_multiplicity=5 homo_energy_ev="-8.50 / -9.89" de_lowest_kj_mol=0.00 total_charge=+1 total_energy_ha=-1927.7545
Rh 1.23741 -1.22347 1.11977
C -1.55240 -1.36136 2.48849
C -1.18831 -2.40856 1.61297
C 0.63817 -1.93921 2.99920
C -0.44718 -1.01908 3.28022
C 0.18351 -2.81724 1.89919
C -2.91803 -0.81578 2.68383
H -3.54274 -0.84995 1.78947
H -2.87593 0.22606 3.00680
H -3.44904 -1.35629 3.47683
C -0.36696 0.03639 4.31140
H -1.33573 0.53192 4.47144
H 0.37392 0.79860 4.00491
H -0.01352 -0.38645 5.26652
C 1.58303 -2.40275 4.06836
H 1.72026 -1.63586 4.84155
H 2.55561 -2.62822 3.63037
H 1.19396 -3.31217 4.56451
C 0.82889 -4.14501 1.64923
H 0.83023 -4.75437 2.56952
H 1.86445 -3.99761 1.30926
H 0.28520 -4.67389 0.86233
C -2.08248 -3.18431 0.73698
H -2.04092 -4.26684 0.93360
H -1.80424 -3.03970 -0.31604
H -3.12415 -2.87101 0.85055
C -2.45946 2.03567 0.01274
C -3.50060 1.19087 0.01308
C -3.75634 0.10282 -0.97990
C -3.23794 0.40517 -2.41251
C -1.79251 -0.11568 -2.73122
C -0.99506 -0.37524 -1.55544
C -0.45814 0.68903 -0.74659
C -1.27218 2.00180 -0.89386
H -4.85104 -0.00343 -1.05785
H -3.33663 1.48636 -2.61928
H -3.41167 -0.87784 -0.59693
H -1.55128 2.16068 -1.95074
H -2.46529 2.88776 0.70270
H -4.27772 1.31857 0.78244
H -0.59606 2.82212 -0.61657
H -0.34034 0.37748 0.32263
H -0.65953 -1.39729 -1.33146
H 0.56638 0.91428 -1.11697
H -3.93040 -0.06813 -3.12552
H -1.86178 -1.06996 -3.28387
P -0.78912 0.88580 -3.99394
C -0.88975 2.68306 -4.30859
C -1.62263 0.21096 -5.47939
P 1.70388 -0.88055 -3.24349
C 0.99067 0.56721 -4.20725
C 0.85354 -2.16099 -4.28698
C 3.29176 -0.94694 -4.18798
H 0.01454 3.19284 -3.94522
H -1.78657 3.16211 -3.89358
H -0.90512 2.83063 -5.40161
H -1.30411 0.79974 -6.34548
H -2.71163 0.30796 -5.35224
H -1.35045 -0.83982 -5.63736
H 3.17218 -0.65982 -5.24040
H 3.65946 -1.97652 -4.14126
H 4.01341 -0.28482 -3.69690
H 1.54079 1.48712 -3.92771
H 1.13603 0.42771 -5.29996
H 1.50423 -3.04062 -4.28279
H 0.69185 -1.84804 -5.32845
H -0.10172 -2.43412 -3.82999
C 2.95534 3.68142 2.52988
C 3.01035 2.34076 3.25807
C 4.47019 2.01961 3.60844
C 2.23357 2.47601 4.57614
C 2.41945 1.26202 2.46370
C 1.96667 0.32601 1.79066
H 3.37794 4.45681 3.17744
H 1.92594 3.94466 2.28057
H 3.52819 3.64565 1.60385
H 4.84770 2.80854 4.27739
H 4.54677 1.04959 4.12210
H 5.09234 1.97817 2.70374
H 1.20055 2.78871 4.38490
H 2.21883 1.52232 5.12015
H 2.72960 3.22798 5.20744

=====

(3)
101
Properties=species:S:1:pos:R:3 method="wB97M-V/def2-TZVPD" orbital_gap_ev="6.7 / 7.2" spin_multiplicity=2 homo_energy_ev="-10.55 / -10.55" de_lowest_kj_mol=52.37 total_charge=+1 total_energy_ha=-5957.7599
V 0.59006 -0.31335 -0.37806
Cl -2.21707 -0.11417 -0.82621
C -2.25988 -0.91884 -2.36424
C -3.34554 -0.70669 -3.19077
C -3.38962 -1.34416 -4.41926
C -2.36510 -2.19083 -4.80470
C -1.28053 -2.38998 -3.96659
Cl -0.02311 -3.45822 -4.47251
C -1.19375 -1.74025 -2.72987
S 0.22335 -2.02137 -1.71833
H -4.14450 -0.04810 -2.87995
H -4.22987 -1.18002 -5.07921
H -2.39391 -2.70389 -5.75549
C -0.72562 4.30796 2.21793
N 0.10560 3.43810 3.03137
C 0.87793 3.85520 4.10174
C 1.44090 2.76187 4.64506
N 1.00341 1.68555 3.89590
C 0.17749 2.09327 2.91384
S -0.63341 1.12590 1.78384
H -0.11092 5.04685 1.70657
H -1.45554 4.81609 2.84583
H -1.25150 3.69302 1.49435
H 0.96744 4.89122 4.37462
H 2.10392 2.65597 5.48248
H 1.16436 0.71210 4.10144
C -0.72793 3.19996 -1.55138
C 0.53228 2.37286 -1.76045
O 0.49626 1.19985 -1.01863
C 0.67038 1.97571 -3.25170
F 1.02260 3.01968 -3.99804
F -0.50441 1.51256 -3.70503
F 1.57291 1.00618 -3.41842
C 1.76381 3.19304 -1.29485
F 1.74620 4.43053 -1.78754
F 2.91564 2.61949 -1.63779
F 1.73266 3.29181 0.04743
H -1.60218 2.57906 -1.72721
H -0.73610 4.04618 -2.23511
H -0.75141 3.56266 -0.52690
N 7.92100 0.35331 0.11187
C 6.78311 0.23909 0.00476
C 5.35699 0.09535 -0.10378
C 4.80008 -0.60351 -1.17148
C 3.42698 -0.77213 -1.24296
C 2.59338 -0.23788 -0.26087
C 3.16352 0.49799 0.77974
C 4.53537 0.65727 0.87345
H 5.44875 -1.01983 -1.93080
H 3.00809 -1.32980 -2.07128
H 2.52533 0.97391 1.51901
H 4.97934 1.22201 1.68287
C 1.70254 -1.76422 2.94379
P 0.99392 -2.15304 1.26889
C -0.53722 -3.04982 1.72612
C -0.59143 -4.42287 1.96183
C -1.77441 -5.01669 2.37354
C -2.91107 -4.24871 2.57564
C -2.86550 -2.88075 2.35564
C -1.68764 -2.28758 1.92798
C 2.12415 -3.38738 0.53330
C 1.65450 -4.46067 -0.22771
C 2.54158 -5.34249 -0.82407
C 3.90976 -5.15890 -0.68068
C 4.38771 -4.07974 0.04599
C 3.50135 -3.19401 0.63732
P 2.76820 -3.07249 3.78479
C 1.46413 -4.23864 4.32686
C 0.36195 -3.85140 5.08789
C -0.55713 -4.79385 5.51486
C -0.37994 -6.13525 5.19238
C 0.71219 -6.53018 4.43631
C 1.63302 -5.58209 4.00514
C 3.13061 -2.24785 5.38974
C 3.43793 -0.90100 5.54390
C 3.81733 -0.39658 6.78437
C 3.90629 -1.23355 7.88238
C 3.63881 -2.58771 7.73287
C 3.26258 -3.08897 6.49972
H 0.84706 -1.53004 3.58259
H 2.31820 -0.86660 2.83538
H 0.28814 -5.03414 1.83906
H -1.79891 -6.08440 2.54735
H -3.82875 -4.71606 2.90817
H -3.74710 -2.27445 2.51831
H -1.66628 -1.21995 1.76538
H 0.59327 -4.60783 -0.36383
H 2.16052 -6.17078 -1.40665
H 4.60008 -5.84996 -1.14640
H 5.45299 -3.92142 0.15252
H 3.89769 -2.33895 1.16835
H 0.22596 -2.81106 5.36229
H -1.41021 -4.48696 6.10628
H -1.09129 -6.87261 5.54148
H 0.85432 -7.57398 4.18772
H 2.49148 -5.88039 3.41305
H 3.43723 -0.23891 4.68474
H 4.06182 0.65197 6.89298
H 4.19974 -0.83832 8.84561
H 3.72945 -3.25640 8.57875
H 3.06032 -4.14801 6.39399

=====

(4)
12
Properties=species:S:1:pos:R:3 method="wB97M-V/def2-TZVPD" orbital_gap_ev=8.0 homo_energy_ev=-8.91 de_lowest_kj_mol=534.15 total_energy_ha=-683.4045
C -1.14164 1.60907 0.27175
C 0.02717 0.90332 -0.21633
C 1.61562 -0.95416 -0.13794
C -0.78972 -1.31902 0.11353
H -1.00078 2.76566 -0.25545
H -1.95477 1.03769 0.77906
H 0.89418 1.72717 -1.02017
H 1.57061 -1.98877 -0.21196
H -0.56754 -2.36498 0.99909
N 0.33169 -0.40009 -0.05172
O -1.99544 -1.00288 -0.29627
S 3.01060 -0.01302 0.02641

=====

(5)
101
Properties=species:S:1:pos:R:3 method="wB97M-V/def2-TZVPD" orbital_gap_ev="7.4 / 5.8" spin_multiplicity=3 homo_energy_ev="-15.21 / -15.89" de_lowest_kj_mol=0.00 total_charge=+3 total_energy_ha=-2863.0885
Au 1.00625 -1.11890 0.98314
C -1.20900 -4.39430 1.18941
C -0.94439 -4.46480 2.69666
C 0.52714 -4.35334 3.08937
Sb 1.25085 -2.35597 3.24191
C -0.03651 -1.43351 4.60348
C -1.07774 -0.62174 4.15992
C -1.95931 -0.07833 5.08383
C -1.79265 -0.33820 6.43672
C -0.75062 -1.14549 6.87505
C 0.13065 -1.70238 5.95985
C 3.16184 -2.44453 4.07345
C 3.60850 -1.38552 4.85763
C 4.86002 -1.46577 5.44852
C 5.65316 -2.58909 5.24896
C 5.20281 -3.64045 4.46123
C 3.95235 -3.57261 3.86523
Sb -1.16799 -2.47799 0.25495
C -2.78251 -1.37078 0.98828
C -2.85761 -0.01170 0.67274
C -3.92080 0.74056 1.14928
C -4.89458 0.14324 1.94091
C -4.81432 -1.20579 2.25959
C -3.75462 -1.96787 1.78694
C -1.51002 -2.84197 -1.78354
C -0.54907 -3.49980 -2.55040
C -0.85028 -3.85917 -3.85615
C -2.09758 -3.55414 -4.38748
C -3.04228 -2.87758 -3.62572
C -2.75313 -2.51497 -2.31804
H -2.20517 -4.76845 0.94732
H -0.50012 -5.00613 0.62888
H -1.29920 -5.43985 3.03629
H -1.54366 -3.73099 3.24092
H 1.16754 -4.91798 2.40879
H 0.68959 -4.75094 4.09288
H -1.22030 -0.42118 3.10339
H -2.77629 0.54612 4.74584
H -2.47696 0.09156 7.15617
H -0.62094 -1.33951 7.93131
H 0.94914 -2.32053 6.31339
H 2.98919 -0.51389 5.02653
H 5.21510 -0.65422 6.06939
H 6.62745 -2.64782 5.71499
H 5.82239 -4.51472 4.31536
H 3.60679 -4.40023 3.25837
H -2.09784 0.46002 0.05336
H -3.99351 1.79369 0.89596
H -5.72481 0.73142 2.30896
H -5.57721 -1.66689 2.87230
H -3.71020 -3.02121 2.03282
H 0.41565 -3.76643 -2.13396
H -0.12108 -4.39117 -4.45210
H -2.33608 -3.85163 -5.40054
H -4.01458 -2.65092 -4.04236
H -3.50179 -2.00675 -1.72107
O 0.46369 0.61511 -1.48705
O 1.40526 0.48608 -0.58954
C -0.92996 0.04186 -4.27685
C -0.19231 1.05844 -5.10882
C -0.23211 1.01842 -6.49712
C 0.38150 1.99751 -7.26753
C 1.06347 3.05334 -6.67160
C 1.13627 3.11676 -5.29075
C 0.50854 2.11993 -4.53575
Sb 0.62653 2.46151 -2.49638
C -1.09476 3.35679 -1.76921
C -2.00994 3.78053 -2.74287
C -3.16283 4.43245 -2.35112
C -3.39496 4.64511 -0.99673
C -2.48688 4.21000 -0.04126
C -1.31472 3.55234 -0.40288
C -0.37192 3.05914 0.66355
C 2.43591 3.25900 -1.89056
C 2.36696 4.49338 -1.24402
C 3.53867 5.15540 -0.92343
C 4.75511 4.56888 -1.24329
C 4.80644 3.33204 -1.87628
C 3.65044 2.64490 -2.22084
C 3.72739 1.29839 -2.89213
H -1.00075 -0.91647 -4.79355
H -1.95027 0.37729 -4.08008
H -0.44572 -0.14756 -3.31962
H -0.75873 0.20641 -6.98370
H 0.32695 1.93533 -8.34615
H 1.53872 3.81461 -7.27433
H 1.68897 3.92271 -4.82213
H -1.82204 3.60805 -3.79636
H -3.87195 4.77304 -3.09095
H -4.28627 5.17304 -0.68145
H -2.68407 4.39149 1.00680
H -0.87145 2.33146 1.30107
H -0.05406 3.88249 1.30382
H 0.53625 2.59091 0.26356
H 1.41069 4.94483 -1.00353
H 3.50329 6.11940 -0.43547
H 5.67723 5.07775 -0.99569
H 5.76752 2.89179 -2.11065
H 4.76067 1.02862 -3.09847
H 3.19929 1.28694 -3.84455
H 3.30826 0.51198 -2.25500

=====

(6)
66
Properties=species:S:1:pos:R:3 method="wB97M-V/def2-TZVPD" orbital_gap_ev="6.6 / 8.2" spin_multiplicity=4 homo_energy_ev="-7.64 / -7.82" de_lowest_kj_mol=111.10 total_energy_ha=-4106.2442
Cr 0.44137 1.14172 0.19803
C 2.55388 3.32287 0.35751
N 1.10399 3.11702 0.18851
C 0.39873 3.68829 1.37638
C 0.53866 3.70248 -1.01889
C 1.05095 4.81003 -1.66293
C 0.38221 5.32854 -2.76480
C -0.79505 4.73351 -3.19535
C -1.30934 3.61712 -2.55349
C -0.63616 3.07428 -1.45868
N -0.98503 1.91431 -0.77590
C -2.26813 1.34494 -0.91047
C -3.41767 2.09524 -0.68938
C -4.66785 1.49864 -0.72775
C -4.77287 0.13895 -0.97201
C -3.63026 -0.61594 -1.19849
C -2.37226 -0.02655 -1.17821
N -1.16395 -0.74616 -1.42473
C -0.68023 -0.50783 -2.78531
C -1.25020 -2.17107 -1.14904
H 2.76769 4.36626 0.60062
H 3.07320 3.04549 -0.55582
H 2.89541 2.68811 1.17207
H 0.58290 4.76359 1.42222
H 0.76767 3.20963 2.28077
H -0.67174 3.51120 1.28780
H 1.96495 5.27404 -1.31639
H 0.77920 6.19261 -3.27920
H -1.31706 5.13603 -4.05374
H -2.21736 3.14713 -2.90683
H -3.31762 3.15081 -0.46618
H -5.55436 2.09204 -0.54689
H -5.74321 -0.33964 -0.98675
H -3.72406 -1.67600 -1.39117
H -1.39626 -0.87693 -3.53307
H 0.27044 -1.02179 -2.92552
H -0.51732 0.55712 -2.94369
H -1.86906 -2.71369 -1.87750
H -1.66332 -2.31971 -0.15302
H -0.24923 -2.60138 -1.18483
S 3.17984 -5.17523 -1.55664
C 2.81685 -3.63567 -1.09612
S 3.02340 -2.24077 -2.12707
C 2.32819 -1.21404 -0.89552
N 1.98243 -1.84064 0.17188
N 2.26327 -3.18652 0.06105
C 1.83013 -4.02135 1.13524
C 2.68363 -4.96777 1.68054
C 2.23351 -5.75874 2.72609
C 0.94682 -5.60382 3.22324
C 0.10722 -4.64322 2.67769
C 0.54623 -3.84612 1.63179
S 2.13010 0.47916 -1.21139
H 3.68152 -5.08577 1.28517
H 2.89538 -6.50023 3.15349
H 0.60080 -6.22913 4.03567
H -0.89636 -4.51462 3.06324
H -0.08282 -3.07382 1.21129
C 0.83137 -1.21197 3.58104
S 0.25732 0.16168 2.64817
O -0.48240 1.01269 3.53178
O -0.49411 -0.34686 1.46017
O 1.45139 0.81277 2.01443
H -0.04397 -1.80022 3.84815
H 1.31011 -0.81965 4.47463
H 1.51847 -1.79543 2.97412

=====

(7)
12
Properties=species:S:1:pos:R:3 method="wB97M-V/def2-TZVPD" orbital_gap_ev=10.4 homo_energy_ev=-9.85 de_lowest_kj_mol=197.04 total_energy_ha=-3239.8632 smiles="C[C@]1(Br)CS1(=O)=O"
C 0.96353 -1.00679 0.98615
C -0.31539 -0.30900 -0.06667
Br -1.79506 -1.46653 0.07418
C -0.05514 0.41278 -1.37030
S -0.75684 1.39695 -0.01221
O 0.22675 2.19675 0.72753
O -2.14206 1.58946 -0.08024
H 1.50673 -0.13827 1.50305
H 1.67562 -1.53649 0.31045
H 0.42127 -1.49579 1.67412
H 1.00741 0.40226 -1.68312
H -0.73682 -0.04532 -2.06295

=====

(8)
102
Properties=species:S:1:pos:R:3 method="wB97M-V/def2-TZVPD" orbital_gap_ev=5.2 homo_energy_ev=-1.49 de_lowest_kj_mol=0.00 total_charge=-2 total_energy_ha=-7825.1436
Ca 1.37962 -0.99946 0.31217
O 5.50021 -2.85460 0.69766
C 4.32410 -2.51349 0.45763
N 3.49705 -1.72120 1.11252
C 3.88913 -1.01853 2.25793
C 5.22590 -0.79404 2.61461
C 5.57222 -0.07651 3.75055
C 4.58027 0.42766 4.57381
C 3.24753 0.24398 4.23442
C 2.87249 -0.44321 3.07279
N 1.52376 -0.68848 2.74787
C 0.54944 0.02618 3.30436
O 0.54099 1.06610 3.98951
C -0.80018 -0.60420 3.03837
C -1.68034 -0.82823 4.09350
C -2.91472 -1.38676 3.83068
C -3.24473 -1.68333 2.51608
C -2.30820 -1.42020 1.53091
N -1.10782 -0.89588 1.77257
C 3.71552 -3.12386 -0.80447
C 4.55687 -3.87962 -1.62213
C 4.04672 -4.47116 -2.75938
C 2.69773 -4.31233 -3.04268
C 1.93396 -3.54719 -2.17993
N 2.42078 -2.95046 -1.08978
H 5.98866 -1.21921 1.98290
H 6.62038 0.07673 3.98655
H 4.83570 0.97996 5.47267
H 2.47129 0.67567 4.84542
H -1.37744 -0.54866 5.09337
H -3.61382 -1.58637 4.63521
H -4.20057 -2.11878 2.25372
H -2.51981 -1.65987 0.49615
H 5.58841 -3.96969 -1.31495
H 4.68621 -5.05371 -3.41344
H 2.23448 -4.76659 -3.90927
H 0.87529 -3.42158 -2.36280
N -1.14954 -5.56751 0.14885
C -0.68246 -4.26550 0.10958
S 0.38928 -3.76085 1.29847
N -1.16342 -3.61515 -0.95931
N -0.82119 -2.31551 -1.04117
C -1.18562 -1.72707 -2.13552
C -1.82253 -2.46697 -3.26701
C -3.10173 -3.00525 -3.16941
C -3.67181 -3.66904 -4.24442
C -2.96549 -3.81553 -5.43191
C -1.68613 -3.28952 -5.53660
C -1.12198 -2.61621 -4.46102
C -0.99011 -0.27380 -2.28774
C -1.58259 0.40689 -3.35810
C -1.39086 1.77170 -3.48086
C -0.62303 2.42968 -2.53787
C -0.07258 1.68079 -1.50571
N -0.25130 0.36922 -1.37372
H -1.05611 -6.01631 1.04313
H -1.99826 -5.72726 -0.37145
H -3.63752 -2.91322 -2.23357
H -4.66870 -4.08454 -4.15453
H -3.41027 -4.34306 -6.26743
H -1.12303 -3.40017 -6.45556
H -0.12357 -2.20014 -4.54091
H -2.17767 -0.13077 -4.08214
H -1.83447 2.30933 -4.31138
H -0.41169 3.48854 -2.59523
H 0.57055 2.15139 -0.77397
C -2.89503 4.70959 4.17914
Ge -3.40210 4.98753 2.30891
C -5.17081 4.20662 1.96574
C -3.50829 6.92653 1.95247
C -2.05954 4.12881 1.17110
Se -2.04024 2.18965 1.45443
C -3.24617 1.71697 0.00954
H -3.75739 4.83680 4.83616
H -2.12622 5.42336 4.47712
H -2.50078 3.70282 4.31874
H -5.93107 4.73069 2.54824
H -5.17461 3.15474 2.25199
H -5.43543 4.27989 0.91006
H -4.24960 7.40017 2.59883
H -3.79013 7.11462 0.91526
H -2.54422 7.40349 2.13360
H -1.06033 4.48117 1.43077
H -2.20457 4.32012 0.10672
H -4.26282 2.05554 0.20356
H -3.23284 0.63077 -0.06018
H -2.87465 2.13101 -0.92617
C 2.68259 -0.10962 -2.94897
C 2.88567 1.05742 -2.03288
C 3.34877 2.32223 -2.36546
C 3.35234 3.06647 -1.15803
C 2.89431 2.20485 -0.17016
C 2.71259 2.47524 1.29148
N 2.59265 0.98669 -0.70237
H 2.51430 0.22928 -3.97587
H 1.80809 -0.70285 -2.66482
H 3.53286 -0.80119 -2.96125
H 3.64561 2.65397 -3.35226
H 3.66312 4.09227 -1.00727
H 2.75393 3.54909 1.49423
H 3.48418 1.99388 1.89824
H 1.75255 2.10815 1.67079